Computed, not measured: a cluster of 6 separate species, C5H24N2O5 in total at a distorted geometry, with ωB97M-V with the def2-TZVPD basis set.

```
36
Properties=species:S:1:pos:R:3:forces:R:3:mulliken_charge:R:1
C -1.0471 1.0926 -0.0536 -1.78 5.53 -1.19 -1.37
N -0.8392 1.2658 -1.5722 3.97 1.33 1.26 0.31
C 0.2279 2.3829 -2.0273 -6.65 2.13 -0.44 -1.07
C -0.4650 0.1314 -2.2871 -2.23 -1.16 -3.71 -0.92
C 0.3158 1.1727 0.6462 0.62 -0.37 1.10 0.80
C 0.2518 1.7410 2.1208 1.69 1.29 -2.90 -1.85
N 0.8959 -0.1609 0.7794 0.34 -1.22 3.47 -0.50
H -1.6923 0.2929 0.1856 -0.14 -1.43 -0.34 0.61
H -1.7490 2.0579 0.2530 1.96 -2.13 -0.71 0.27
H -0.1436 3.2945 -1.4401 1.70 -1.18 -0.84 0.33
H 1.1411 1.9496 -2.0718 3.14 -0.99 1.28 0.58
H 0.0957 2.5680 -3.1378 -0.71 -0.10 1.19 0.33
H -0.9232 -0.7022 -1.8490 -0.17 -1.59 0.76 0.44
H 0.6350 0.0157 -2.4488 -0.90 0.16 -0.15 0.34
H -1.1151 0.1403 -3.3615 2.12 0.24 2.30 0.32
H 1.0622 1.7680 0.0515 -1.15 -0.24 0.64 0.33
H 1.3068 2.0612 2.3351 -0.98 -1.00 0.52 0.34
H -0.2587 2.6613 2.0750 -0.82 1.30 0.07 0.54
H -0.3030 1.1171 2.7607 -0.12 -1.00 1.01 0.55
H 0.7903 -0.4315 1.8451 0.99 0.84 -2.44 0.28
H 0.3536 -0.9568 0.4991 -0.79 0.37 -1.11 0.14
H -3.4332 -2.4476 2.3775 0.03 -0.23 0.24 0.30
H -2.0553 -2.3497 1.6513 -1.46 -0.39 0.03 0.35
O -3.0327 -2.4768 1.5073 1.57 0.47 -0.30 -0.65
H -3.3918 -0.3497 3.0141 2.28 2.27 -0.72 0.31
H -2.6042 0.0960 1.7228 -0.35 0.51 2.81 0.38
O -2.6430 0.3250 2.7260 -2.09 -2.69 -1.90 -0.57
H 2.0293 -2.0381 -1.9413 -0.12 -0.48 -0.64 0.30
H 2.5845 -3.2110 -2.7262 -0.66 0.20 -0.10 0.32
O 1.7565 -2.7035 -2.6113 0.86 0.47 0.84 -0.62
H 2.6481 0.2921 -0.1684 1.23 -0.79 0.59 0.38
H 4.2077 0.1434 -0.8041 1.95 -0.83 1.25 0.26
O 3.3218 0.3793 -0.8628 -3.43 1.35 -1.79 -0.63
H 0.5004 -3.7342 1.3211 -1.21 -5.37 -0.22 0.28
H 0.8573 -2.4787 0.3733 1.08 0.90 -5.70 0.31
O 0.7146 -2.9079 1.1184 0.23 3.85 5.84 -0.53
```
Forces are in eV/Å.

Output
* orbital gap (spin up / spin down): 11.2 / 6.6 eV
* net charge: +1
* spin multiplicity: 2
* LUMO level (spin up / spin down): -2.72 / -7.25 eV
* M: 192.26 g mol⁻¹
* energy above the lowest of the compared OMol25 structures with the same formula, charge and spin: 401.79 kJ/mol

---

Computed, not measured: a cluster of 6 separate species, C5H24N2O5S in total at a distorted geometry, with ωB97M-V with the def2-TZVPD basis set.

```
37
Properties=species:S:1:pos:R:3:forces:R:3:mulliken_charge:R:1
C -0.7304 -0.3410 -2.1076 -0.28 0.26 -1.29 -0.59
N -0.2335 -1.5330 -1.3359 -0.19 1.89 -0.38 -0.39
C 0.8807 -1.1795 -0.4623 0.87 2.09 1.50 0.95
C 2.1125 -2.0476 -0.8090 -1.24 -2.69 0.15 -1.11
S 3.7449 -1.4343 -0.6905 0.98 1.97 -0.25 -0.31
C 0.5003 -1.2442 1.1079 -0.58 -0.16 -1.20 -0.62
N 1.3249 -0.4622 2.0349 0.00 -0.29 0.37 -0.59
C -2.2791 -0.1781 -2.0752 1.09 -0.66 -0.02 -0.87
H -0.3659 0.6357 -1.8092 0.66 -0.25 0.82 0.03
H -0.2934 -0.4586 -3.1217 -0.66 0.08 0.17 0.34
H -1.0199 -1.9904 -0.8982 0.10 0.15 0.56 0.34
H 1.2317 -0.0570 -0.5765 -0.98 -2.05 -0.28 -0.13
H 2.1511 -2.9305 -0.1430 -0.05 0.46 0.70 0.19
H 1.9615 -2.7211 -1.6846 -0.15 1.52 -0.39 0.45
H 3.5696 -0.1318 -1.1993 0.01 -1.21 0.36 0.20
H -0.5476 -0.8800 1.2744 0.65 -0.43 -0.69 -0.10
H 0.5340 -2.3248 1.3008 -0.12 0.01 0.42 0.32
H 2.2148 -0.1592 1.6687 0.17 -0.12 -0.22 0.31
H 1.4879 -0.9735 2.9069 0.05 0.26 -0.52 0.28
H -2.7771 0.5963 -2.6844 0.82 -0.28 -0.06 0.36
H -2.5305 0.0246 -1.0398 -0.28 -0.30 -0.07 0.02
H -2.6101 -1.1595 -2.3830 -0.93 -0.28 0.02 0.37
H -2.6172 3.2201 0.5848 -0.49 0.02 0.15 0.37
H -1.2749 2.7028 0.7816 0.22 -0.49 0.32 0.07
O -2.1717 2.5851 1.1599 0.27 0.72 -0.60 -1.00
H -1.8793 -1.0824 3.4766 0.31 0.01 -0.14 0.29
H -1.4339 0.3442 3.8680 0.21 -0.01 -0.25 0.32
O -2.1880 -0.2487 3.8337 -0.51 -0.02 0.38 -0.62
H -0.3603 2.7061 -1.4050 0.59 0.00 -0.37 0.22
H -0.3009 3.4450 -2.8532 0.57 -0.51 0.15 0.38
O -0.7376 3.3589 -2.0073 -1.26 0.64 0.22 -0.56
H -2.9424 1.0039 1.0026 0.19 -0.17 0.28 0.40
H -3.5128 -0.2552 1.7389 0.14 0.32 0.19 0.26
O -3.1573 0.0557 0.9033 -0.34 -0.31 -0.15 -0.76
H 1.3929 2.6768 -0.0619 -0.56 -0.47 0.96 -0.43
H 0.5783 1.9791 1.1999 0.87 -0.09 0.24 -0.12
O 0.5368 2.2687 0.2806 -0.16 0.42 -1.08 0.71
```
Forces are in eV/Å.

Output
* orbital gap (spin up / spin down): 2.7 / 8.8 eV
* net charge: -1
* spin multiplicity: 2
* LUMO level (spin up / spin down): 2.91 / 2.86 eV
* M: 224.32 g mol⁻¹

---

Computed, not measured: a cluster of 7 separate species, C5H24N2O6 in total at a distorted geometry, with ωB97M-V with the def2-TZVPD basis set.

```
37
Properties=species:S:1:pos:R:3:forces:R:3:mulliken_charge:R:1
C 0.9417 -1.5093 -1.6839 -0.04 -0.45 0.06 -1.35
C -0.5636 -1.3861 -1.6230 -1.69 0.56 -0.94 1.65
C -1.2184 -2.6154 -0.9679 0.29 0.96 0.77 -1.40
C -0.9972 -2.5962 0.5219 -0.04 -1.04 0.74 1.03
C -0.0860 -3.3441 1.1435 0.54 -0.43 0.44 -1.37
N -1.9458 -1.8972 1.3084 -0.01 0.97 -0.50 -0.69
N -1.2643 -1.1564 -2.9218 0.29 0.06 0.78 -0.66
H 1.1776 -2.2577 -2.4460 0.14 0.04 0.01 0.32
H 1.4858 -0.5944 -1.9184 -0.17 0.08 0.00 0.32
H 1.2862 -1.9041 -0.7251 0.20 0.12 -0.07 0.26
H -0.9230 -0.4954 -1.1022 0.61 -0.15 0.74 -0.64
H -2.3047 -2.5274 -1.0496 0.08 -0.34 -0.73 0.40
H -0.7820 -3.4904 -1.4461 -0.35 -0.30 0.10 0.41
H 0.0099 -3.3791 2.2247 -0.37 0.24 0.01 0.39
H 0.5200 -4.1107 0.6846 0.18 0.34 -0.61 0.28
H -2.6324 -1.4588 0.7077 -0.19 -0.07 -0.08 0.34
H -1.5523 -1.0939 1.8050 0.19 -0.47 -0.04 0.24
H -1.3341 -1.9867 -3.4908 0.32 0.09 -0.30 0.22
H -0.8429 -0.3671 -3.3952 0.00 -0.38 -0.44 0.25
H -1.2940 1.5298 -1.2952 -0.06 0.30 -0.17 0.28
H 0.1422 2.0331 -1.4581 0.13 0.23 0.18 0.32
O -0.6879 2.2256 -0.9990 -0.15 -0.62 -0.24 -0.61
H 0.2811 0.7832 1.9227 0.45 0.35 -0.67 0.26
H -0.5436 1.1704 0.5313 0.83 0.19 0.97 0.34
O -0.4551 0.6179 1.3352 -1.47 -0.25 -0.34 -0.54
H 2.0476 3.1474 0.4621 0.31 -0.08 -0.14 0.38
H 1.6233 4.2876 -0.3614 0.26 0.21 -0.12 0.29
O 2.1408 3.4805 -0.4489 -0.39 -0.19 0.43 -0.65
H 1.6919 -1.0456 1.3422 0.12 0.44 -0.28 0.33
H 1.3479 -1.0494 2.7525 0.20 0.26 0.34 0.33
O 1.8270 -0.4894 2.1248 -0.03 -0.73 0.29 -0.70
H 1.8526 2.0089 2.7350 0.01 0.00 0.12 0.32
H 0.9261 3.2451 2.8890 0.04 -0.11 0.00 0.33
O 1.8396 2.9732 2.7442 0.02 0.00 -0.30 -0.67
H -0.1585 4.6176 -0.5651 -0.22 0.42 -0.13 0.28
H -0.9515 3.8691 0.3848 -0.18 0.15 0.28 0.34
O -0.6041 4.7654 0.2779 0.16 -0.40 -0.18 -0.63
```
Forces are in eV/Å.

Output
* structure (SMILES): C=C(N)C[C@@H](C)N.O.O.O.O.O.O
* orbital gap: 8.9 eV
* spin multiplicity: 1
* LUMO level: 0.19 eV
* M: 208.26 g mol⁻¹
* energy above the lowest of the compared OMol25 structures with the same formula, charge and spin: 150.03 kJ/mol